[1]
Below is a cluster of 2 separate species, CH2F2O2 in total in a non-equilibrium geometry, with properties calculated with ωB97M-V with the def2-TZVPD basis set.

Summary:
E_HOMO (alpha / beta) in eV: -9.72 / -9.72
Orbital gap (alpha / beta) in eV: 9.572 / 9.575

Each line ends with the Löwdin charge.
Atoms and positions in Å:
1 C 1.0666 0.4039 -0.4736  -0.467
2 O 0.4899 0.2391 -1.6505  0.204
3 O -0.4522 -0.1054 1.0296  -0.270
4 F 1.8694 -0.4874 0.0358  0.177
5 F 1.5423 1.6125 -0.3026  0.205
6 H 0.2207 -0.6783 -1.7879  0.155
7 H -0.0216 -0.2303 1.9278  -0.003


[2]
Below is an isolated molecule of C6H9NS in a non-equilibrium geometry, with properties calculated with ωB97M-V with the def2-TZVPD basis set.

Summary:
E_HOMO in eV: -8.35
Orbital gap in eV: 8.372
Structure (SMILES): C=C/C(C)=C\C(N)=S

Each line ends with the Löwdin charge.
Atoms and positions in Å:
1 C 2.9074 -1.1836 -0.4988  0.015
2 C 1.6283 -0.7954 -0.3791  -0.157
3 C 1.1518 0.5338 0.0724  -0.282
4 C 2.2275 1.6098 0.2324  -0.055
5 C -0.1411 0.7399 0.3670  -0.103
6 C -1.3302 -0.1492 0.2536  -0.894
7 N -1.1193 -1.3716 0.8009  0.081
8 S -2.7208 0.3341 -0.4902  0.623
9 H 3.2263 -2.2171 -0.7322  0.064
10 H 3.7474 -0.5140 -0.1776  0.066
11 H 0.9345 -1.5944 -0.6322  0.093
12 H 2.6919 1.9573 -0.6966  0.090
13 H 2.9636 1.3060 0.9766  0.080
14 H 1.6749 2.5104 0.5395  0.074
15 H -0.3100 1.8227 0.4887  0.110
16 H -0.2847 -1.5938 1.3025  0.099
17 H -1.9378 -1.9531 0.8831  0.096


[3]
Below is a structure of composition C23H22Cl5CrGeN6O3S4 in a non-equilibrium geometry, with properties calculated with ωB97M-V with the def2-TZVPD basis set.

Summary:
E_HOMO (alpha / beta) in eV: -0.83 / -3.30
Net charge: -2
Orbital gap (alpha / beta) in eV: 4.497 / 6.975
Expectation value of S²: 8.8065
2S+1: 6

Each line ends with the Löwdin spin population.
Atoms and positions in Å:
1 Cr -1.9754 -0.0963 -1.1787  3.770
2 C -2.8422 0.2518 -4.3182  0.035
3 C -2.6139 1.5775 -3.6476  0.159
4 C -2.5745 2.7365 -4.3694  0.059
5 C -2.4618 3.9832 -3.7249  0.267
6 C -2.4995 4.0296 -2.3022  0.014
7 C -2.5141 5.2395 -1.5860  0.105
8 C -2.6045 5.2599 -0.1998  0.029
9 C -2.7039 4.0669 0.4940  0.095
10 C -2.6676 2.8372 -0.1890  0.055
11 S -2.8251 1.3883 0.8265  0.052
12 C -2.5367 2.7870 -1.5878  0.031
13 N -2.4865 1.5705 -2.2635  0.146
14 H -3.2182 0.4074 -5.3321  0.002
15 H -3.5683 -0.3404 -3.7585  0.007
16 H -1.9308 -0.3461 -4.3993  0.010
17 H -2.6369 2.6762 -5.4522  -0.002
18 H -2.3923 4.9086 -4.2876  0.017
19 H -2.4582 6.1670 -2.1497  0.004
20 H -2.6175 6.2048 0.3369  -0.001
21 H -2.8017 4.0547 1.5738  0.007
22 Cl -2.6956 -4.2672 1.3702  0.002
23 C -2.5695 -2.5000 1.4260  0.010
24 Cl -1.3813 -1.9151 0.2296  0.027
25 H -2.2071 -2.2069 2.3979  0.000
26 H -3.5085 -2.0389 1.1682  0.001
27 Cl 0.5667 -1.2591 -4.3447  -0.004
28 Ge 0.2001 -0.3099 -2.3200  0.045
29 Cl 1.1762 1.6227 -2.7822  0.003
30 Cl 1.8663 -1.4432 -1.3171  -0.006
31 S -2.7678 -2.9765 -2.6966  0.021
32 C -1.2757 -3.6893 -2.9623  0.008
33 N -0.7965 -4.1030 -4.1721  0.003
34 C 0.6382 -4.4208 -4.1035  0.001
35 C 0.8882 -4.5285 -2.5898  0.000
36 N -0.3511 -3.9836 -2.0400  0.002
37 H -1.1511 -3.6143 -4.9757  0.000
38 H 1.2291 -3.6203 -4.5424  0.000
39 H 0.8530 -5.3516 -4.6214  0.000
40 H 1.7462 -3.9401 -2.2723  0.000
41 H 1.0265 -5.5628 -2.2722  0.000
42 H -0.4739 -3.7437 -1.0714  0.000
43 O 2.4111 -0.9395 7.8172  0.000
44 S 3.8245 -0.6530 7.8609  0.000
45 O 4.1898 0.5519 8.5776  0.000
46 O 4.6756 -1.7977 8.1089  0.000
47 C 4.2463 -0.2080 6.1448  0.000
48 N 5.5474 0.0032 5.8945  0.000
49 C 5.8447 0.3135 4.6455  0.000
50 C 4.8925 0.4312 3.6425  0.000
51 C 3.5763 0.2409 4.0073  0.000
52 N 3.2539 -0.0879 5.2530  0.000
53 C 2.4421 0.3899 3.0226  0.000
54 C 2.6009 1.0171 1.8043  0.000
55 C 1.5170 1.1174 0.9365  0.001
56 N 0.3081 0.6343 1.2095  0.012
57 C 0.1583 0.0759 2.4073  0.001
58 C 1.1753 -0.0769 3.3368  0.000
59 H 6.8993 0.4644 4.4271  0.000
60 H 5.1812 0.6448 2.6213  0.000
61 H 3.5521 1.4377 1.5063  0.000
62 H 1.6317 1.6156 -0.0209  0.000
63 H -0.8515 -0.2517 2.6471  0.000
64 H 1.0048 -0.5442 4.2990  0.000
65 S -4.1643 0.1092 -0.1417  0.011


[4]
Below is a cluster of 2 separate species, C8H8N4O4 in total in a non-equilibrium geometry, with properties calculated with ωB97M-V with the def2-TZVPD basis set.

Summary:
E_HOMO in eV: -9.71
Orbital gap in eV: 9.384
Structure (SMILES): O=c1cc[nH]c(=O)[nH]1.O=c1cc[nH]c(=O)[nH]1

Each line ends with the Löwdin charge.
Atoms and positions in Å:
1 O 1.1230 -1.7039 1.6533  0.066
2 C 1.7195 -0.8276 1.0103  -0.425
3 C 1.3399 0.6420 0.9332  -0.034
4 C 1.9522 1.4730 0.0087  -0.078
5 N 3.1452 1.1226 -0.4366  0.123
6 C 3.5633 -0.2187 -0.4943  -0.476
7 O 4.3643 -0.7078 -1.2667  0.094
8 N 2.8691 -1.0833 0.2772  0.205
9 H 0.3257 0.8620 1.3176  0.102
10 H 1.4585 2.4543 -0.3796  0.175
11 H 3.6632 1.6783 -1.0524  0.142
12 H 3.1775 -2.0135 0.2881  0.154
13 O -3.9135 1.9400 0.2587  0.076
14 C -3.1184 1.0642 0.0060  -0.477
15 C -1.6910 1.1578 -0.1397  0.017
16 C -1.0604 -0.0443 -0.0411  -0.120
17 N -1.5656 -1.2895 -0.2924  0.120
18 C -2.9735 -1.4501 -0.3886  -0.452
19 O -3.6338 -2.4917 -0.6173  0.033
20 N -3.6421 -0.2461 -0.2483  0.186
21 H -1.5138 2.2219 0.1367  0.139
22 H -0.0120 -0.2208 0.3323  0.050
23 H -0.9507 -2.1117 -0.7328  0.234
24 H -4.6267 -0.2069 -0.1320  0.146


Going through the records in order, we get energy relative to the best compared isomer or geometry (same formula, charge and spin) values of 352.0 105.5 106.8 361.3 kJ/mol.